Entry 1
23
Properties=species:S:1:pos:R:3:nbo_charge:R:1 method="wB97M-V/def2-TZVPD" charge=+1 orbital_gap_ev=9.9 e_homo_ev=-12.77
C -1.060 -0.982 -0.563 -0.09
C -0.132 -0.336 0.123 0.13
C -1.126 -1.820 1.451 0.61
C 1.585 0.962 -2.442 -0.64
C 0.687 1.712 -1.502 -0.41
C 0.850 1.019 -0.053 -0.01
N -1.701 -1.906 0.230 -0.52
N -0.162 -0.892 1.407 -0.51
N -1.575 -2.434 2.513 -0.77
N 0.382 1.839 1.064 -0.86
H -1.431 -0.718 -1.500 0.24
H 1.829 0.049 -1.932 0.20
H 1.309 0.681 -3.496 0.24
H 2.601 1.483 -2.572 0.23
H 1.007 2.664 -1.292 0.22
H -0.452 1.671 -1.640 0.20
H 1.938 0.805 0.052 0.22
H -2.503 -2.398 -0.143 0.45
H 0.437 -0.654 2.239 0.46
H -2.010 -3.340 2.427 0.42
H -1.186 -2.323 3.443 0.43
H -0.414 2.428 0.881 0.38
H 1.128 2.489 1.305 0.38

---

Entry 2
23
Properties=species:S:1:pos:R:3:nbo_charge:R:1 method="wB97M-V/def2-TZVPD" charge=+1 orbital_gap_ev=9.2 e_homo_ev=-12.36
C -1.129 0.942 -0.233 -0.39
C -1.450 -0.441 -0.133 0.31
C 0.052 1.537 0.237 0.40
C 1.520 -0.311 0.054 0.67
C -2.871 -0.979 -0.269 -0.66
C 2.253 -1.421 0.767 -0.67
N -0.521 -1.323 -0.179 -0.68
N 1.065 0.717 0.774 -0.62
N 0.117 2.950 0.228 -0.78
N 1.707 -0.139 -1.252 -0.75
H -1.961 1.464 -0.599 0.23
H -3.003 -0.601 -1.258 0.24
H -3.661 -0.408 0.289 0.24
H -2.838 -2.124 -0.039 0.24
H 3.306 -1.146 0.630 0.26
H 1.968 -2.366 0.197 0.27
H 1.895 -1.419 1.795 0.24
H -0.898 -2.202 -0.014 0.35
H 1.095 0.742 1.796 0.44
H -0.721 3.336 -0.134 0.41
H 0.678 3.300 1.004 0.41
H 2.161 -0.722 -1.926 0.43
H 1.235 0.614 -1.734 0.41

---

Q: Which of them is the least stable? A: entry 2.

---

Entry 1
24
Properties=species:S:1:pos:R:3:nbo_charge:R:1 method="wB97M-V/def2-TZVPD" charge=0 orbital_gap_ev=9.3 e_homo_ev=-8.40
C 1.355 1.365 0.364 -0.16
C 1.538 2.018 -0.974 -0.66
C 1.972 0.207 0.695 -0.45
C -0.614 -1.491 -1.163 -0.63
C -1.001 -2.578 1.102 -0.60
C -1.271 0.929 0.362 0.41
C -0.561 -1.327 0.356 -0.08
C -1.851 2.047 0.001 -0.65
N -1.233 -0.201 0.859 -0.42
H 0.962 1.997 1.158 0.21
H 2.146 -0.048 1.730 0.21
H 0.583 2.291 -1.423 0.22
H 2.043 1.359 -1.678 0.21
H 2.121 2.934 -0.871 0.22
H 0.559 -1.052 0.604 0.24
H 2.707 -0.220 0.025 0.20
H -1.651 -1.551 -1.498 0.21
H -0.145 -0.641 -1.655 0.21
H -0.422 -3.443 0.784 0.21
H -0.910 -2.436 2.177 0.22
H -2.050 -2.787 0.888 0.21
H -0.086 -2.393 -1.468 0.21
H -1.293 2.959 -0.134 0.22
H -2.899 2.062 -0.242 0.24

---

Entry 2
24
Properties=species:S:1:pos:R:3:nbo_charge:R:1 method="wB97M-V/def2-TZVPD" charge=0 orbital_gap_ev=8.6 e_homo_ev=-8.02
C 1.930 -0.222 0.141 -0.63
C 2.605 0.778 1.072 -0.63
C -0.149 -0.527 -1.494 0.00
C 0.100 -1.501 -2.178 -0.27
H 2.250 -1.246 0.321 0.20
H 2.258 -0.029 -0.878 0.21
H 2.449 0.505 2.115 0.20
H 3.682 0.832 0.884 0.20
H 2.202 1.783 0.949 0.19
H 0.580 -2.278 -2.715 0.23
C -0.738 0.050 1.431 -0.55
C -2.596 -1.150 0.213 -0.66
C -1.568 -0.079 0.332 0.14
N -0.544 1.851 -0.840 -0.81
C -1.119 0.523 -0.956 -0.17
H -0.307 2.199 -1.764 0.37
H 0.320 1.827 -0.315 0.37
H -1.954 0.579 -1.660 0.23
H -1.030 -0.463 2.339 0.22
H 0.652 -0.230 0.816 0.25
H -2.339 -1.827 -0.613 0.23
H -2.699 -1.718 1.137 0.22
H -3.573 -0.713 -0.019 0.23
H -0.412 1.055 1.684 0.23

---

Entry 3
24
Properties=species:S:1:pos:R:3:nbo_charge:R:1 method="wB97M-V/def2-TZVPD" charge=0 orbital_gap_ev=8.4 e_homo_ev=-7.46
C 1.020 -0.771 1.795 -0.64
C 0.835 0.291 -1.972 -0.66
C -0.270 2.130 1.266 -0.63
C -2.238 -0.759 -0.492 -0.64
C 0.533 -0.145 0.512 -0.16
C 0.976 -0.523 -0.716 0.23
C -0.558 0.816 0.597 0.00
N 1.895 -1.564 -0.862 -0.82
C -1.708 0.573 -0.062 -0.18
H 1.978 -1.941 -1.794 0.38
H 1.873 -2.272 -0.146 0.38
H -2.442 1.372 -0.128 0.18
H 0.882 -1.856 1.795 0.20
H 0.458 -0.390 2.645 0.22
H 2.080 -0.566 1.957 0.22
H 0.344 -0.295 -2.751 0.21
H 0.261 1.193 -1.794 0.24
H 1.821 0.575 -2.345 0.22
H 0.337 2.755 0.609 0.21
H -1.188 2.665 1.508 0.21
H 0.278 1.995 2.198 0.21
H -2.472 -0.747 -1.559 0.21
H -1.523 -1.552 -0.289 0.22
H -3.171 -0.984 0.029 0.21

---

Entry 4
24
Properties=species:S:1:pos:R:3:nbo_charge:R:1 method="wB97M-V/def2-TZVPD" charge=0 orbital_gap_ev=8.7 e_homo_ev=-7.67
C 0.257 1.460 -0.910 -0.67
C 0.273 -0.123 -0.969 0.08
C -1.292 -0.370 -1.453 -0.35
C -1.992 -0.052 -0.011 -0.42
C -1.310 -0.050 1.598 -0.30
C 0.282 -0.077 1.217 -0.14
C 1.846 -0.068 1.052 -0.40
C 1.938 -0.122 -0.637 -0.38
H 0.693 1.680 -1.966 0.22
H -0.813 1.895 -0.927 0.21
H 0.845 1.948 -0.137 0.21
H -1.601 -1.388 -1.788 0.21
H -1.534 0.251 -2.358 0.20
H -2.788 -0.932 0.054 0.22
H -2.581 0.902 -0.093 0.19
H -1.539 0.915 2.066 0.18
H -1.670 -0.880 2.235 0.20
H 0.180 1.047 0.980 0.20
H 2.227 -0.958 1.632 0.21
H 2.385 0.697 1.587 0.21
H 2.378 0.877 -1.132 0.21
H 2.449 -1.062 -0.922 0.21
H 0.760 -1.782 0.070 0.37
N 0.086 -0.970 0.198 -0.70

---

Q: Which of them is the least stable? A: entry 4.

---

Entry 1
13
Properties=species:S:1:pos:R:3:nbo_charge:R:1 method="wB97M-V/def2-TZVPD" charge=0 orbital_gap_ev=9.1 e_homo_ev=-8.63
C 0.463 1.646 -0.082 -0.77
S -0.719 0.990 1.205 0.07
S -2.353 1.008 0.032 -0.17
H 1.023 2.513 0.338 0.22
H -0.062 1.865 -1.045 0.24
H 1.329 1.024 -0.410 0.26
H -3.084 1.843 0.908 0.16
C 1.206 -1.821 -0.330 0.52
N -0.138 -1.797 -0.064 -0.80
O 1.909 -1.061 -1.061 -0.63
H 1.643 -2.566 0.305 0.11
H -0.819 -1.103 -0.362 0.41
H -0.397 -2.543 0.566 0.39

---

Entry 2
13
Properties=species:S:1:pos:R:3:nbo_charge:R:1 method="wB97M-V/def2-TZVPD" charge=0 orbital_gap_ev=9.4 e_homo_ev=-9.28
C -1.148 -2.032 0.188 -0.81
S -2.202 -1.529 1.484 0.15
S -1.417 0.441 1.768 -0.17
H -1.202 -1.466 -0.742 0.23
H -1.296 -3.078 -0.113 0.24
H -0.087 -2.077 0.478 0.23
H -0.408 0.003 2.535 0.14
C 1.856 1.429 -1.221 0.52
N 0.758 1.917 -0.594 -0.85
O 2.254 0.295 -1.033 -0.59
H 2.336 2.083 -1.965 0.11
H 0.485 1.544 0.293 0.40
H 0.070 2.470 -1.078 0.40

---

Q: Which of them is the least stable? A: entry 1.

---

Entry 1
20
Properties=species:S:1:pos:R:3:nbo_charge:R:1 method="wB97M-V/def2-TZVPD" charge=+1 orbital_gap_ev="6.3 / 6.9" e_homo_ev="-10.74 / -10.92"
C 0.971 2.243 0.045 -0.14
C 2.210 1.538 -0.123 -0.24
C -0.180 1.513 0.133 -0.26
C 2.238 0.154 -0.036 -0.16
C -0.294 0.099 0.011 -0.11
C 1.004 -0.600 0.047 0.05
C 1.666 -2.971 0.250 0.18
C -1.505 -0.530 -0.085 0.33
N 1.255 -1.876 -0.046 -0.28
N -2.845 0.208 0.206 -0.71
O -1.866 -1.835 -0.030 -0.67
H 0.831 3.345 0.213 0.24
H 3.185 2.133 -0.201 0.25
H -0.950 2.192 0.295 0.20
H 3.179 -0.491 -0.143 0.24
H 1.902 -3.844 -0.419 0.23
H -3.367 -0.153 -0.595 0.45
H -2.738 1.238 0.226 0.45
H -3.156 -0.182 1.091 0.45
H -1.541 -2.180 -0.840 0.50

---

Entry 2
20
Properties=species:S:1:pos:R:3:nbo_charge:R:1 method="wB97M-V/def2-TZVPD" charge=+1 orbital_gap_ev=9.1 e_homo_ev=-12.90
C -2.690 0.100 -0.139 -0.31
C 1.184 -1.313 0.312 -0.36
C -2.587 -1.310 0.104 0.12
C -0.239 -1.039 0.201 0.18
C -1.625 0.933 -0.194 0.24
C -0.333 0.360 -0.004 0.20
C 1.815 -0.113 0.074 0.41
C 3.236 0.159 -0.019 -0.69
N -1.398 -1.849 0.288 -0.47
N -1.957 2.244 -0.456 -0.76
O 0.931 0.941 -0.103 -0.38
H -3.797 0.422 -0.150 0.26
H 1.694 -2.261 0.175 0.26
H -3.549 -1.908 0.201 0.26
H 3.623 1.212 0.277 0.27
H 3.780 -0.699 0.411 0.26
H 3.475 0.125 -1.061 0.26
H -1.203 -2.850 0.574 0.46
H -2.850 2.611 -0.087 0.41
H -1.280 3.032 -0.313 0.41

---

Q: Which of them is the least stable? A: entry 1.

---

Entry 1
12
Properties=species:S:1:pos:R:3:nbo_charge:R:1 method="wB97M-V/def2-TZVPD" charge=0 orbital_gap_ev=9.4 e_homo_ev=-8.96
C -0.384 -0.316 0.024 0.01
C 1.618 -1.363 0.050 -0.04
C 2.273 -0.147 -0.028 0.00
C 0.292 0.948 0.026 0.44
H -2.262 -1.775 -0.040 0.17
H 2.185 -2.298 0.137 0.20
H 3.386 -0.142 -0.091 0.20
H -1.316 1.955 0.196 0.48
N 0.310 -1.423 0.021 -0.40
N 1.624 1.028 -0.086 -0.40
O -0.394 2.144 0.043 -0.64
S -2.198 -0.429 -0.033 -0.04

---

Entry 2
12
Properties=species:S:1:pos:R:3:nbo_charge:R:1 method="wB97M-V/def2-TZVPD" charge=0 orbital_gap_ev=8.7 e_homo_ev=-9.24
C -2.458 -0.529 -0.292 0.09
C -0.177 -0.014 -0.174 0.52
C 2.245 -0.134 0.100 0.07
C 1.032 1.006 0.013 -0.56
H -2.093 -1.478 -0.415 0.19
H 3.204 0.146 0.559 0.23
H 0.821 1.394 1.142 0.27
H 1.149 1.839 -0.842 0.27
N 0.139 -1.226 -0.148 -0.33
N 1.675 -1.234 0.138 -0.23
O -1.490 0.434 -0.277 -0.48
S -4.046 -0.203 0.194 -0.03

---

Entry 3
12
Properties=species:S:1:pos:R:3:nbo_charge:R:1 method="wB97M-V/def2-TZVPD" charge=0 orbital_gap_ev=9.5 e_homo_ev=-9.64
C 2.496 0.117 0.149 0.26
C 0.982 0.193 0.326 -0.49
C -1.794 0.681 -0.014 -0.17
C 0.453 -1.035 -0.461 0.08
H 0.664 0.103 1.501 0.30
H -2.325 0.658 -0.977 0.19
H -2.554 1.104 0.552 0.21
H 1.096 -1.595 -0.920 0.20
N 3.622 0.114 -0.015 -0.28
N -0.817 -1.346 -0.398 -0.10
O -1.695 -0.640 0.506 -0.37
S -0.128 1.644 -0.248 0.17

---

Q: Which of them is the least stable? A: entry 3.

---

Entry 1
14
Properties=species:S:1:pos:R:3:nbo_charge:R:1 method="wB97M-V/def2-TZVPD" charge=0 orbital_gap_ev=5.7 e_homo_ev=-7.87
C 1.031 0.982 0.112 -0.49
C 0.479 -0.119 0.649 0.09
C 2.302 1.331 0.274 0.03
C -1.184 -1.672 -0.355 -0.58
C -0.966 -0.372 0.439 -0.48
S 3.548 2.116 0.308 0.47
Br -0.523 2.807 -1.918 -0.74
H 0.568 1.795 -0.516 0.32
H 1.300 -0.708 1.169 0.22
H -1.148 -1.451 -1.412 0.23
H -2.230 -2.031 -0.136 0.22
H -0.440 -2.411 -0.113 0.21
H -1.256 -0.785 1.396 0.23
H -1.480 0.517 0.102 0.27

---

Entry 2
14
Properties=species:S:1:pos:R:3:nbo_charge:R:1 method="wB97M-V/def2-TZVPD" charge=0 orbital_gap_ev="8.1 / 6.4" e_homo_ev="-9.18 / -8.63"
C 0.860 1.361 1.918 -0.27
C -0.182 1.197 0.530 -0.47
C 0.908 0.716 3.048 -0.05
C -0.749 -0.687 -1.036 -0.59
C 0.370 -0.028 -0.092 -0.45
S -0.257 2.514 -0.564 0.13
Br 0.321 -0.730 3.976 0.18
H 1.423 2.138 1.652 0.22
H -1.257 0.994 0.981 0.25
H -1.144 0.069 -1.586 0.20
H -1.581 -1.117 -0.457 0.19
H -0.500 -1.518 -1.660 0.21
H 1.046 0.087 -0.996 0.23
H 0.802 -0.856 0.492 0.22

---

Q: Which of them is the least stable? A: entry 2.

---

Entry 1
64
Properties=species:S:1:pos:R:3:nbo_charge:R:1 method="wB97M-V/def2-TZVPD" charge=0 orbital_gap_ev=8.3 e_homo_ev=-7.99
C 8.548 3.580 -0.321 -0.63
C 8.486 2.142 -0.815 -0.07
H 9.175 1.514 -0.241 0.20
H 8.723 2.080 -1.879 0.19
O 7.167 1.608 -0.699 -0.51
C 6.813 1.125 0.498 0.79
O 7.551 1.088 1.453 -0.60
C 5.413 0.628 0.514 -0.18
C 4.921 0.083 1.697 -0.15
C 3.622 -0.376 1.768 -0.23
C 2.810 -0.296 0.643 0.24
C 3.296 0.229 -0.549 -0.22
C 4.593 0.697 -0.609 -0.16
H 4.978 1.113 -1.527 0.23
H 2.658 0.273 -1.417 0.24
N 1.483 -0.780 0.702 -0.51
C 1.136 -2.004 1.199 0.71
O 1.874 -2.823 1.690 -0.59
C -0.354 -2.170 0.919 -0.12
N -0.701 -0.906 0.327 -0.41
C 0.367 -0.099 0.207 0.29
S 0.365 1.440 -0.340 -0.16
C -2.038 -0.505 -0.019 -0.21
H -1.961 0.224 -0.829 0.25
H -2.585 -1.375 -0.387 0.21
C -2.770 0.134 1.171 -0.43
C -4.092 0.689 0.724 -0.04
C -4.155 1.923 0.105 -0.17
C -5.368 2.428 -0.340 -0.30
C -6.537 1.705 -0.176 0.24
C -6.480 0.441 0.452 0.33
C -5.262 -0.048 0.887 -0.31
H -5.206 -1.012 1.370 0.21
O -7.674 -0.205 0.575 -0.49
C -7.691 -1.466 1.191 -0.25
H -7.339 -1.416 2.228 0.17
H -8.733 -1.784 1.182 0.20
H -7.088 -2.195 0.638 0.17
O -7.776 2.109 -0.572 -0.48
C -7.897 3.358 -1.204 -0.25
H -7.323 3.396 -2.136 0.17
H -8.957 3.470 -1.430 0.20
H -7.579 4.176 -0.549 0.17
H -5.386 3.395 -0.816 0.22
H -3.256 2.503 -0.031 0.21
H -2.145 0.940 1.561 0.23
H -2.914 -0.608 1.959 0.20
C -0.542 -3.367 -0.035 -0.49
C 0.255 -3.099 -1.312 0.66
O -0.222 -2.508 -2.257 -0.62
N 1.529 -3.535 -1.267 -0.62
H 1.885 -3.978 -0.433 0.41
C 2.473 -3.271 -2.327 -0.43
H 3.292 -2.646 -1.965 0.20
H 2.880 -4.205 -2.717 0.20
H 1.939 -2.750 -3.120 0.24
H -0.196 -4.270 0.468 0.24
H -1.595 -3.472 -0.295 0.24
H -0.915 -2.346 1.846 0.23
H 3.235 -0.797 2.682 0.23
H 5.573 0.036 2.556 0.24
H 8.323 3.616 0.742 0.22
H 9.546 3.978 -0.483 0.22
H 7.828 4.194 -0.856 0.21

---

Entry 2
64
Properties=species:S:1:pos:R:3:nbo_charge:R:1 method="wB97M-V/def2-TZVPD" charge=0 orbital_gap_ev=8.5 e_homo_ev=-8.21
C -8.671 -1.492 -0.360 -0.61
C -7.952 -1.150 0.898 -0.11
H -8.001 -1.894 1.566 0.17
H -8.556 -0.303 1.306 0.20
O -6.688 -1.030 0.628 -0.48
C -6.440 0.300 0.445 0.77
O -7.282 1.129 0.339 -0.58
C -4.937 0.594 0.161 -0.11
C -4.492 1.837 -0.232 -0.15
C -3.043 1.992 -0.256 -0.18
C -2.253 1.212 0.075 0.10
C -2.764 -0.132 0.373 -0.14
C -3.995 -0.628 0.479 -0.18
H -4.368 -1.316 0.954 0.19
H -1.964 -1.027 0.580 0.21
N -0.871 1.187 0.075 -0.51
C 0.135 0.712 0.979 0.73
O -0.193 0.396 2.105 -0.58
C 1.578 1.325 0.310 -0.10
N 1.140 1.796 -0.815 -0.46
C -0.201 1.719 -1.267 0.19
S -1.011 2.313 -2.394 0.08
C 2.153 1.951 -1.926 -0.21
H 1.917 2.803 -2.378 0.20
H 3.131 2.059 -1.741 0.21
C 2.180 0.643 -2.938 -0.41
C 1.990 -0.832 -2.133 0.00
C 0.800 -1.133 -2.020 -0.24
C 0.585 -2.432 -1.050 -0.24
C 1.789 -2.920 -0.373 0.27
C 3.006 -2.115 -0.633 0.28
C 3.047 -1.155 -1.557 -0.34
H 4.049 -0.573 -1.520 0.24
O 4.046 -2.814 0.114 -0.52
C 5.235 -2.015 0.102 -0.21
H 5.151 -0.703 0.423 0.16
H 5.952 -2.425 0.648 0.18
H 5.730 -1.970 -0.627 0.14
O 1.449 -3.923 0.344 -0.48
C 2.331 -4.453 1.228 -0.26
H 3.362 -5.036 0.699 0.18
H 2.687 -3.828 2.137 0.20
H 1.837 -5.459 1.642 0.19
H -0.323 -3.056 -1.015 0.22
H -0.213 -0.882 -2.593 0.25
H 3.156 0.554 -3.552 0.21
H 1.315 0.613 -3.541 0.20
C 2.314 2.068 1.338 -0.50
C 3.729 2.227 1.081 0.66
O 4.148 1.370 0.562 -0.59
N 4.368 3.119 1.861 -0.64
H 3.832 3.762 2.415 0.40
C 5.968 3.226 1.877 -0.24
H 6.183 4.062 1.735 0.16
H 6.249 2.930 3.111 0.15
H 6.233 2.493 1.533 0.16
H 1.824 3.170 1.013 0.19
H 1.825 1.976 2.383 0.29
H 2.123 0.412 0.318 0.23
H -2.565 2.986 -0.276 0.22
H -5.086 2.518 -0.456 0.20
H -8.618 -0.643 -1.020 0.21
H -8.140 -2.318 -0.962 0.21
H -9.914 -1.798 -0.203 0.20

---

Q: Which of them is the least stable? A: entry 2.

---

Entry 1
27
Properties=species:S:1:pos:R:3:nbo_charge:R:1 method="wB97M-V/def2-TZVPD" charge=-1 orbital_gap_ev="2.3 / 9.4" s_squared=0.7504 e_homo_ev="1.10 / -6.14" spin_multiplicity=2
C 3.164 -1.654 -0.791 -0.68
C 1.264 1.362 0.497 -0.20
C 1.876 2.363 -0.233 -0.24
C 1.677 0.028 0.322 -0.27
C 2.581 -0.251 -0.721 -0.02
C 2.600 2.036 -1.392 -0.22
C 2.956 0.735 -1.617 -0.24
H 0.562 1.529 1.307 0.22
H 1.688 3.422 -0.090 0.20
H 1.137 -0.827 0.722 0.21
H 2.784 2.820 -2.119 0.20
H 3.389 -1.793 -1.843 0.20
H 2.356 -2.387 -0.594 0.21
H 3.539 0.408 -2.478 0.20
H 3.928 -1.944 -0.080 0.22
C -3.219 -1.120 0.692 -0.78
C -3.309 -1.056 -0.797 -0.64
C -2.621 0.131 1.274 0.56
O -2.320 1.117 0.609 -0.68
N -2.483 0.299 2.652 -0.99
H -4.174 -1.328 1.190 0.21
H -2.476 -1.828 1.126 0.19
H -4.116 -0.408 -1.173 0.20
H -3.504 -1.953 -1.376 0.20
H -2.255 1.278 2.696 0.39
H -2.625 -0.406 3.362 0.34
H -2.398 -0.573 -1.148 0.22

---

Entry 2
27
Properties=species:S:1:pos:R:3:nbo_charge:R:1 method="wB97M-V/def2-TZVPD" charge=-1 orbital_gap_ev="2.2 / 6.2" s_squared=0.7605 e_homo_ev="0.79 / -3.27" spin_multiplicity=2
C -2.743 2.038 -1.612 -0.50
C -1.778 2.355 -0.540 -0.63
C -2.497 0.585 -2.200 0.69
O -3.065 -0.331 -1.673 -0.57
N -1.488 0.495 -3.234 -0.88
H -3.753 2.179 -1.138 0.21
H -2.854 2.752 -2.436 0.19
H -0.806 1.826 -0.765 0.24
H -1.055 -0.411 -3.350 0.41
H -1.560 1.153 -3.923 0.38
H -2.034 1.947 0.457 0.22
H -1.709 3.413 -0.373 0.20
C 0.764 -0.691 3.318 -0.61
C 2.637 -1.749 2.050 -0.41
C 1.287 -1.192 2.052 -0.11
C 3.217 -1.738 0.802 -0.21
C 2.649 -1.455 -0.437 -0.39
C 0.667 -1.034 0.823 -0.24
C 1.243 -1.327 -0.402 -0.38
H 3.075 -2.201 2.879 0.17
H 4.303 -1.963 0.871 0.16
H 1.652 -0.283 3.945 0.17
H 0.480 -1.476 3.900 0.18
H 3.093 -1.166 -1.389 0.18
H -0.371 -0.478 0.745 0.16
H 0.677 -1.275 -1.456 0.15
H -0.033 0.026 3.086 0.20

---

Q: Which of them is the least stable? A: entry 2.